## w
{"formula": "C2H10N2O2", "method": "ωB97M-V/def2-TZVPD", "charge": 0, "homo_energy_ev": -9.33, "smiles": "NCO.NCO", "gap_ha": 0.3732, "elements": ["N", "C", "O", "H", "H", "H", "H", "H", "N", "C", "O", "H", "H", "H", "H", "H"], "coordinates": [[-2.572, -0.171, -1.118], [-1.420, 0.681, -0.823], [-0.194, 0.093, -1.279], [-2.549, -1.038, -0.607], [-3.476, 0.226, -0.940], [-1.676, 1.749, -1.078], [-1.374, 0.801, 0.327], [0.537, 0.723, -1.151], [1.085, -1.319, 0.779], [1.607, -0.172, 1.318], [2.204, 0.835, 0.385], [0.145, -1.053, 0.420], [1.645, -1.709, 0.029], [0.849, 0.340, 1.908], [2.410, -0.370, 2.015], [2.780, 0.384, -0.183]]}


## x
{"formula": "C2H10N2O2", "method": "ωB97M-V/def2-TZVPD", "charge": 0, "homo_energy_ev": -8.88, "smiles": "[H]/N=C/NC.O.O", "gap_ha": 0.3552, "elements": ["H", "N", "C", "N", "C", "H", "H", "H", "H", "H", "O", "H", "H", "O", "H", "H"], "coordinates": [[0.180, -0.060, -2.979], [0.414, -0.001, -1.991], [-0.438, -0.686, -1.319], [-0.065, -1.551, -0.284], [-1.053, -2.651, 0.017], [-1.463, -0.846, -1.656], [0.321, -1.004, 0.478], [-0.780, -3.328, -0.788], [-0.670, -2.995, 1.000], [-2.114, -2.435, 0.078], [1.872, 0.827, 2.703], [1.412, 0.004, 2.835], [2.653, 0.805, 2.120], [-0.085, 4.304, 0.143], [-0.585, 4.500, -0.652], [0.399, 5.116, 0.294]]}


## y
{"formula": "C2H10N2O2", "method": "ωB97M-V/def2-TZVPD", "charge": 0, "homo_energy_ev": -9.65, "smiles": "[H]/N=C/NC.O.O", "gap_ha": 0.3843, "elements": ["H", "N", "C", "N", "C", "H", "H", "H", "H", "H", "O", "H", "H", "O", "H", "H"], "coordinates": [[-1.106, 1.398, 2.267], [-0.821, 0.621, 1.683], [0.447, 0.677, 1.573], [1.175, 0.009, 0.631], [2.303, 0.716, 0.043], [1.040, 1.269, 2.281], [0.551, -0.354, -0.083], [2.990, 0.015, -0.421], [2.835, 1.268, 0.814], [2.013, 1.393, -0.758], [-2.090, -0.909, -0.359], [-2.872, -1.285, 0.057], [-1.557, -0.562, 0.387], [-0.646, -0.722, -2.905], [-1.120, -0.803, -2.060], [0.290, -0.866, -2.767]]}


Least stable of them? x.


## w
{"formula": "CH3N2O2S", "method": "ωB97M-V/def2-TZVPD", "charge": 1, "homo_energy_ev": -14.65, "gap_ha": 0.2554, "elements": ["C", "N", "N", "O", "O", "S", "H", "H", "H"], "coordinates": [[1.341, 2.608, -0.041], [0.945, 3.661, -0.356], [0.188, -1.229, 0.978], [1.003, -3.474, 0.384], [1.634, 1.515, 0.224], [1.322, -2.092, 0.238], [0.959, 4.631, -0.751], [-0.646, -1.664, 1.167], [0.275, -0.283, 1.193]]}


## x
{"formula": "CH3N2O2S", "method": "ωB97M-V/def2-TZVPD", "charge": 1, "homo_energy_ev": -15.00, "gap_ha": 0.2857, "elements": ["C", "N", "N", "O", "O", "S", "H", "H", "H"], "coordinates": [[1.437, -0.656, 0.048], [2.189, -1.568, 0.135], [-1.943, 0.629, -0.088], [-3.116, -1.611, -0.319], [0.699, 0.170, -0.259], [-3.197, -0.281, 0.148], [2.602, -1.942, 1.027], [-1.080, 0.568, -0.622], [-2.018, 1.603, 0.297]]}


Least stable of them? w.


## w
{"formula": "C5H13NOSi", "method": "ωB97M-V/def2-TZVPD", "charge": 0, "homo_energy_ev": [-9.82, -6.73], "gap_ha": [0.3589, 0.2171], "elements": ["C", "C", "C", "C", "C", "N", "O", "Si", "H", "H", "H", "H", "H", "H", "H", "H", "H", "H", "H", "H", "H"], "coordinates": [[0.350, -2.182, -1.093], [0.966, -0.171, -2.455], [1.607, -0.296, -0.036], [-0.780, -0.020, -0.693], [0.535, -0.658, -1.066], [-0.870, 0.591, 0.413], [-1.819, 1.177, 1.011], [-2.019, 2.513, 4.031], [-0.014, -2.532, -0.130], [1.299, -2.671, -1.303], [-0.365, -2.470, -1.860], [1.844, -0.722, -2.791], [0.166, -0.322, -3.179], [1.211, 0.891, -2.425], [2.560, -0.741, -0.309], [1.318, -0.662, 0.946], [1.724, 0.784, 0.026], [-1.621, -0.154, -1.376], [-1.397, 1.464, 4.809], [-1.245, 3.675, 3.652], [-3.451, 2.505, 3.828]]}


## x
{"formula": "C5H13NOSi", "method": "ωB97M-V/def2-TZVPD", "charge": 0, "homo_energy_ev": -7.81, "smiles": "C/C=[SiH]/OC.C=NC", "gap_ha": 0.3023, "elements": ["C", "C", "Si", "O", "C", "H", "H", "H", "H", "H", "H", "H", "H", "C", "N", "C", "H", "H", "H", "H", "H"], "coordinates": [[2.598, 1.361, -0.825], [1.274, 0.611, -0.974], [-0.249, 1.289, -1.569], [-1.599, 0.353, -1.713], [-1.859, -0.954, -1.737], [2.407, 2.303, -0.406], [3.051, 1.605, -1.912], [3.176, 0.710, -0.183], [1.066, -0.355, -0.458], [-0.641, 2.363, -2.453], [-0.934, -1.665, -2.013], [-2.605, -1.262, -2.365], [-2.138, -1.116, -0.720], [-1.317, 0.238, 2.657], [-0.805, -0.888, 2.720], [0.202, -1.443, 1.818], [-0.964, 0.941, 1.804], [-1.965, 0.685, 3.401], [-0.267, -2.398, 1.581], [0.515, -0.866, 1.018], [1.055, -1.512, 2.330]]}


Least stable of them? w.


## w
{"formula": "C30H28N3OPPtSSbSe4", "method": "ωB97M-V/def2-TZVPD", "charge": -1, "homo_energy_ev": [-3.64, -3.93], "gap_ha": [0.2112, 0.2194], "spin_multiplicity": 3, "elements": ["Pt", "Se", "Sb", "Se", "Se", "Se", "O", "P", "C", "C", "C", "C", "C", "C", "C", "C", "C", "C", "C", "C", "C", "C", "C", "C", "C", "C", "H", "H", "H", "H", "H", "H", "H", "H", "H", "H", "H", "H", "H", "H", "H", "N", "C", "S", "N", "C", "C", "C", "C", "C", "C", "H", "H", "H", "H", "H", "H", "H", "H", "C", "C", "C", "N", "C", "C", "H", "H", "H", "H", "H"], "coordinates": [[0.194, 0.281, 2.738], [-0.802, -4.137, 5.212], [-0.629, -3.164, 3.011], [-1.929, -0.965, 2.941], [1.554, -1.893, 2.785], [-0.989, -4.559, 1.070], [-0.423, -0.116, -0.129], [-1.216, 0.351, -1.300], [-2.466, -0.841, -1.776], [-2.574, -1.987, -0.999], [-3.533, -2.942, -1.316], [-4.373, -2.744, -2.399], [-4.268, -1.592, -3.175], [-3.316, -0.637, -2.864], [-2.056, 1.912, -0.974], [-2.379, 2.179, 0.355], [-3.060, 3.344, 0.676], [-3.418, 4.239, -0.322], [-3.097, 3.975, -1.647], [-2.416, 2.812, -1.974], [-0.134, 0.628, -2.721], [0.701, 1.746, -2.717], [1.691, 1.880, -3.675], [1.863, 0.893, -4.638], [1.046, -0.227, -4.640], [0.049, -0.361, -3.683], [-1.922, -2.144, -0.147], [-3.599, -3.830, -0.700], [-5.123, -3.487, -2.644], [-4.931, -1.440, -4.018], [-3.235, 0.263, -3.465], [-2.089, 1.471, 1.125], [-3.308, 3.549, 1.710], [-3.947, 5.149, -0.067], [-3.372, 4.677, -2.424], [-2.153, 2.613, -3.007], [0.584, 2.502, -1.948], [2.338, 2.748, -3.665], [2.646, 0.992, -5.380], [1.191, -1.005, -5.379], [-0.577, -1.245, -3.672], [4.210, 0.605, 0.999], [2.870, 0.729, 0.914], [2.053, 1.736, 2.039], [2.209, 0.085, -0.031], [2.693, -0.905, -0.923], [3.749, -0.658, -1.793], [4.145, -1.645, -2.687], [3.478, -2.860, -2.724], [2.411, -3.091, -1.864], [2.012, -2.121, -0.960], [4.611, 0.886, 1.877], [4.654, -0.155, 0.505], [1.177, 0.119, 0.036], [4.230, 0.313, -1.797], [4.967, -1.453, -3.365], [3.788, -3.626, -3.423], [1.887, -4.039, -1.879], [1.198, -2.299, -0.267], [0.745, 1.027, 7.640], [0.966, 2.079, 6.761], [0.841, 1.844, 5.404], [0.509, 0.650, 4.913], [0.301, -0.366, 5.753], [0.411, -0.212, 7.127], [0.835, 1.177, 8.709], [1.235, 3.065, 7.113], [1.016, 2.627, 4.677], [0.043, -1.326, 5.325], [0.233, -1.071, 7.760]]}


## x
{"formula": "C30H28N3OPPtSSbSe4", "method": "ωB97M-V/def2-TZVPD", "charge": -1, "homo_energy_ev": [-2.93, -3.62], "gap_ha": [0.1801, 0.1789], "spin_multiplicity": 3, "elements": ["Pt", "Se", "Sb", "Se", "Se", "Se", "O", "P", "C", "C", "C", "C", "C", "C", "C", "C", "C", "C", "C", "C", "C", "C", "C", "C", "C", "C", "H", "H", "H", "H", "H", "H", "H", "H", "H", "H", "H", "H", "H", "H", "H", "N", "C", "S", "N", "C", "C", "C", "C", "C", "C", "H", "H", "H", "H", "H", "H", "H", "H", "C", "C", "C", "N", "C", "C", "H", "H", "H", "H", "H"], "coordinates": [[0.208, -1.172, -1.054], [-2.817, 3.259, -5.203], [-0.765, 1.897, -5.184], [-0.096, -1.255, -3.490], [-1.024, 0.750, -2.779], [1.184, 3.425, -5.171], [0.175, -0.759, 1.287], [-0.578, 0.180, 2.174], [0.062, 1.870, 2.108], [-0.763, 2.987, 2.024], [-0.198, 4.249, 1.924], [1.181, 4.393, 1.920], [2.004, 3.279, 2.016], [1.447, 2.016, 2.113], [-2.343, 0.334, 1.803], [-3.352, 0.060, 2.720], [-4.676, 0.261, 2.360], [-4.991, 0.744, 1.097], [-3.986, 1.010, 0.177], [-2.663, 0.800, 0.529], [-0.402, -0.388, 3.886], [-0.298, 0.485, 4.964], [-0.052, -0.016, 6.234], [0.084, -1.382, 6.429], [-0.031, -2.256, 5.356], [-0.271, -1.760, 4.085], [-1.839, 2.869, 2.022], [-0.834, 5.120, 1.840], [1.618, 5.380, 1.840], [3.079, 3.401, 2.009], [2.075, 1.135, 2.162], [-3.100, -0.306, 3.709], [-5.467, 0.037, 3.064], [-6.027, 0.909, 0.827], [-4.230, 1.369, -0.815], [-1.867, 0.997, -0.182], [-0.397, 1.552, 4.804], [0.047, 0.662, 7.072], [0.285, -1.770, 7.420], [0.082, -3.321, 5.510], [-0.336, -2.422, 3.232], [2.944, 1.915, -2.714], [2.700, 0.694, -2.250], [2.018, 0.502, -0.700], [3.035, -0.407, -2.939], [3.721, -0.599, -4.141], [4.524, 0.362, -4.752], [5.199, 0.053, -5.923], [5.103, -1.206, -6.493], [4.318, -2.171, -5.875], [3.630, -1.870, -4.715], [2.508, 2.651, -2.181], [2.914, 2.100, -3.717], [2.623, -1.240, -2.541], [4.652, 1.341, -4.317], [5.810, 0.814, -6.391], [5.633, -1.435, -7.408], [4.237, -3.164, -6.298], [3.002, -2.616, -4.242], [-3.632, -3.352, 0.636], [-2.410, -3.541, 1.263], [-1.247, -3.263, 0.572], [-1.233, -2.774, -0.678], [-2.419, -2.589, -1.274], [-3.627, -2.868, -0.665], [-4.562, -3.592, 1.134], [-2.364, -3.939, 2.269], [-0.276, -3.466, 1.006], [-2.378, -2.236, -2.300], [-4.551, -2.727, -1.209]]}


Least stable of them? x.